Entry 1:
{"formula": "C8H14N2O3", "method": "wB97M-V/def2-TZVPD", "lumo_energy_ev": 0.56, "smiles": "C[C@H](NC(=O)[C@@H]1CCCN1)C(=O)O", "e_above_lowest_ev": 3.1491, "spin_multiplicity": 1, "gap_ev": 9.81, "symbols": ["C", "C", "C", "C", "C", "C", "C", "C", "H", "H", "H", "H", "H", "H", "H", "H", "H", "H", "H", "H", "H", "H", "N", "N", "O", "O", "O"], "coordinates": [[1.3354, -0.8051, -0.5985], [-0.0997, -0.7135, -0.2088], [2.1324, -0.6835, 0.7794], [2.8975, 0.6144, 0.8609], [1.9721, 1.3720, -0.1994], [-2.2963, -0.0109, -0.4962], [-2.0254, 1.2879, 0.2779], [-3.0592, -1.2397, 0.0363], [1.3272, 0.8278, -2.1051], [1.6013, -1.8399, -0.8471], [1.3909, -0.7625, 1.6878], [2.7473, -1.5622, 0.7608], [3.8888, 0.3902, 0.4568], [3.1361, 1.0119, 1.8627], [2.5473, 2.3061, -0.6100], [0.9042, 1.6564, -0.0919], [-0.8362, -0.5582, -1.9806], [-2.7361, 0.3120, -1.4564], [-2.7759, -1.6334, 1.0639], [-3.1150, -2.0641, -0.7462], [-4.1008, -0.8899, 0.1367], [-1.4605, 0.4163, 1.8686], [1.9071, 0.3953, -1.3493], [-0.9882, -0.1843, -1.0803], [-0.5610, -1.1362, 0.8876], [-1.9753, 2.2000, -0.4964], [-1.7581, 1.2930, 1.5870]]}

=====

Entry 2:
{"formula": "C2H11FeO6", "method": "wB97M-V/def2-TZVPD", "lumo_energy_ev": [-3.68, -3.67], "charge": 1, "spin_multiplicity": 5, "gap_ev": [9.07, 8.88], "symbols": ["Fe", "C", "C", "O", "O", "H", "H", "H", "O", "H", "H", "O", "H", "H", "O", "H", "H", "O", "H", "H"], "coordinates": [[0.4778, -0.4145, -0.0754], [-2.5386, 2.1266, 0.4776], [-1.3723, 1.2480, 0.1481], [-0.1893, 1.6095, 0.4325], [-1.5758, 0.1088, -0.3641], [-2.6535, 2.1086, 1.5626], [-3.4581, 1.8075, -0.0042], [-2.3794, 3.1580, 0.1610], [0.4613, -2.5290, -0.2583], [1.0915, -2.9645, -0.8473], [-0.0991, -3.2394, 0.0876], [0.5493, -0.6145, 2.0074], [1.3126, -0.7529, 2.5847], [-0.0785, -0.0899, 2.5293], [2.5628, -0.1338, -0.0822], [3.2252, 0.3451, 0.4377], [3.0033, -0.3487, -0.9164], [0.5766, -0.4783, -2.2358], [1.0839, -1.0191, -2.8556], [0.0002, 0.0724, -2.7892]]}

=====

Entry 3:
{"formula": "C2HBrN2O2", "method": "wB97M-V/def2-TZVPD", "lumo_energy_ev": [-0.54, -0.54], "e_above_lowest_ev": 1.7408, "spin_multiplicity": 1, "gap_ev": [8.78, 8.78], "symbols": ["C", "C", "N", "N", "O", "O", "Br", "H"], "coordinates": [[0.9702, -0.0812, -0.5071], [-1.4571, -1.3881, 0.0440], [0.8867, 0.9168, 0.1795], [0.2910, 1.7551, 0.8203], [-2.1582, -0.5182, -0.2661], [-0.8343, -2.3619, 0.2724], [1.6537, -0.2287, -2.2311], [0.6479, 1.9061, 1.6882]]}

=====

Entry 4:
{"formula": "CO4P", "method": "wB97M-V/def2-TZVPD", "lumo_energy_ev": 4.37, "charge": -1, "smiles": "O=POC(=O)[O-]", "e_above_lowest_ev": 0.4313, "spin_multiplicity": 1, "gap_ev": 9.69, "symbols": ["C", "O", "O", "O", "O", "P"], "coordinates": [[-0.2843, 1.0088, 0.3047], [0.8358, 1.2200, -0.1494], [-1.1304, 1.6921, 0.8128], [0.5466, -2.1902, -1.1280], [-0.6629, -0.4341, 0.1352], [0.6952, -1.2967, 0.0246]]}

=====

Entry 5:
{"formula": "C9H17NS", "method": "wB97M-V/def2-TZVPD", "lumo_energy_ev": [-0.27, -0.28], "e_above_lowest_ev": 5.0503, "spin_multiplicity": 1, "gap_ev": [7.29, 7.27], "symbols": ["C", "C", "C", "C", "C", "C", "C", "C", "C", "N", "S", "H", "H", "H", "H", "H", "H", "H", "H", "H", "H", "H", "H", "H", "H", "H", "H", "H"], "coordinates": [[-1.0279, -0.7155, 0.2205], [-0.4005, 0.4159, 0.0534], [-0.3467, -2.0506, 0.4895], [0.0383, -2.0893, 2.0065], [-1.4374, 2.2563, -0.9524], [1.1401, 2.1197, -0.8375], [-0.0957, 2.3710, 1.3022], [0.8320, -2.6834, -1.6535], [-0.2500, 1.8392, -0.0948], [0.8622, -2.2837, -0.3205], [1.9230, -0.9396, -0.0045], [-2.1424, -0.9775, 0.3901], [-1.0153, -2.7955, 0.2342], [-0.9490, -2.1382, 2.5333], [0.6839, -1.2562, 2.2221], [0.5905, -3.0044, 2.3177], [-2.3469, 2.0083, -0.5130], [-1.2141, 3.1974, -1.2189], [-1.3690, 1.5769, -1.7951], [1.6657, 1.2410, -0.7712], [1.5350, 2.9924, -0.4689], [1.0131, 2.2671, -1.8684], [0.0804, 3.3933, 1.3253], [0.8747, 1.9726, 1.7039], [-0.9170, 2.0375, 1.8440], [0.0999, -2.2657, -2.4084], [1.8296, -2.6743, -2.0996], [0.3436, -3.8147, -1.6360]]}

=====

Entry 6:
{"formula": "C34H37N6Tl", "method": "wB97M-V/def2-TZVPD", "lumo_energy_ev": 0.14, "e_above_lowest_ev": 0.4427, "spin_multiplicity": 1, "gap_ev": 6.46, "symbols": ["Tl", "C", "C", "C", "C", "C", "C", "N", "C", "C", "C", "C", "C", "N", "C", "C", "C", "C", "C", "C", "N", "H", "H", "H", "H", "H", "H", "H", "H", "H", "H", "H", "H", "H", "H", "H", "C", "C", "C", "C", "N", "N", "H", "H", "H", "H", "H", "H", "H", "H", "H", "H", "H", "H", "N", "C", "C", "C", "C", "C", "C", "C", "C", "C", "C", "C", "C", "C", "H", "H", "H", "H", "H", "H", "H", "H", "H", "H"], "coordinates": [[0.5632, 0.6582, -1.2304], [-0.6728, -0.5754, -4.3434], [0.1627, -1.7248, -3.8524], [-0.0998, -3.0302, -4.2582], [0.6754, -4.0529, -3.7528], [1.7022, -3.7508, -2.8735], [1.9101, -2.4244, -2.5218], [1.1441, -1.4412, -2.9962], [3.0130, -2.0569, -1.5661], [4.1017, -2.9071, -1.3999], [5.0830, -2.5658, -0.4851], [4.9197, -1.4198, 0.2677], [3.7961, -0.6309, 0.0450], [2.8950, -0.9194, -0.8857], [3.5152, 0.5527, 0.9128], [3.8885, 0.5437, 2.2502], [3.5594, 1.6411, 3.0267], [2.8893, 2.7017, 2.4464], [2.5557, 2.6325, 1.0962], [1.8063, 3.7389, 0.4091], [2.8655, 1.5699, 0.3534], [-1.0553, -0.7724, -5.3442], [-0.0944, 0.3467, -4.3460], [-1.5280, -0.4222, -3.6793], [-0.9133, -3.2302, -4.9430], [0.4818, -5.0805, -4.0323], [2.3014, -4.5415, -2.4477], [4.1942, -3.8077, -1.9880], [5.9558, -3.1925, -0.3542], [5.6548, -1.1312, 1.0056], [4.3773, -0.3153, 2.6869], [3.8134, 1.6599, 4.0789], [2.6116, 3.5709, 3.0280], [1.8814, 4.6739, 0.9625], [0.7496, 3.4752, 0.3175], [2.1932, 3.8797, -0.5989], [-3.6579, 4.6027, -1.4991], [-3.7152, 3.0861, -1.6366], [-4.5372, 2.6969, -2.8694], [-4.3433, 2.4753, -0.3885], [-2.3392, 2.5577, -1.6862], [-1.5285, 2.9480, -2.7789], [-4.6613, 5.0064, -1.3537], [-3.2408, 5.0706, -2.3929], [-3.0436, 4.8800, -0.6408], [-5.5719, 3.0289, -2.7652], [-4.5421, 1.6119, -3.0006], [-4.1439, 3.1552, -3.7799], [-5.3631, 2.8381, -0.2529], [-3.7550, 2.7325, 0.4936], [-4.3782, 1.3847, -0.4630], [-2.3637, 1.5435, -1.6682], [-1.1560, 3.8702, -2.5980], [-2.0301, 2.9728, -3.6638], [-0.4120, -0.7540, 0.3228], [-0.5524, -1.1810, 1.4884], [0.6268, -1.6486, 2.3293], [0.7926, -1.2634, 3.6572], [1.9450, -1.5960, 4.3595], [2.9412, -2.3472, 3.7505], [2.7750, -2.7587, 2.4321], [1.6329, -2.4018, 1.7309], [-1.9052, -1.2130, 2.1770], [-2.2422, -2.1731, 3.1254], [-3.5079, -2.1933, 3.7005], [-4.4496, -1.2396, 3.3442], [-4.1195, -0.2711, 2.4005], [-2.8616, -0.2652, 1.8214], [0.0159, -0.6834, 4.1423], [2.0611, -1.2756, 5.3878], [3.8337, -2.6186, 4.3012], [3.5384, -3.3591, 1.9511], [1.4936, -2.7002, 0.6983], [-1.5113, -2.9209, 3.4108], [-3.7562, -2.9523, 4.4322], [-5.4320, -1.2474, 3.7992], [-4.8475, 0.4819, 2.1212], [-2.5849, 0.4681, 1.0724]]}

=====

Entry 7:
{"formula": "C4H9FN6OP", "method": "wB97M-V/def2-TZVPD", "lumo_energy_ev": -5.24, "charge": 1, "smiles": "CC(=O)N(C)c1nnn(F)[n+]1[PH2]=N", "spin_multiplicity": 1, "gap_ev": 8.43, "symbols": ["C", "C", "O", "N", "C", "C", "N", "N", "N", "F", "N", "P", "N", "H", "H", "H", "H", "H", "H", "H", "H", "H"], "coordinates": [[1.6240, -1.9732, 0.6512], [1.3970, -0.7293, -0.1877], [1.4228, -0.7784, -1.3540], [1.1074, 0.4957, 0.5732], [1.6225, 1.7361, -0.0736], [-0.1917, 0.5816, 0.9364], [-0.6413, 0.8130, 2.2019], [-1.9197, 0.7946, 2.1870], [-2.3128, 0.5803, 0.9999], [-3.5485, 0.4530, 0.5799], [-1.2803, 0.4309, 0.1838], [-1.4693, 0.0940, -1.5766], [-1.6087, -1.4257, -1.8761], [1.9479, -2.7762, -0.0074], [2.3747, -1.8029, 1.4261], [0.6928, -2.2870, 1.1401], [1.8723, 1.6124, -1.1288], [0.9441, 2.5846, 0.0353], [2.5429, 2.0153, 0.4436], [-2.6508, 0.8023, -1.9214], [-0.3869, 0.7175, -2.2355], [-1.5382, -1.9386, -0.9972]]}

=====

Entry 8:
{"formula": "C3H7OS2", "method": "wB97M-V/def2-TZVPD", "lumo_energy_ev": -5.42, "charge": 1, "e_above_lowest_ev": 2.0453, "spin_multiplicity": 1, "gap_ev": 8.85, "symbols": ["C", "C", "C", "O", "S", "S", "H", "H", "H", "H", "H", "H", "H"], "coordinates": [[-1.2291, 0.0952, -0.1295], [0.6748, -1.1584, -0.3392], [1.0297, 0.8940, 0.7479], [0.2492, 0.1223, -0.2102], [-1.9137, -0.3334, 1.2948], [-1.7954, 0.7363, -1.6393], [-0.0280, -1.7386, -1.1433], [1.6406, -1.1580, -0.8202], [0.6227, -1.6974, 0.5648], [0.4503, 1.6796, 1.0703], [1.3863, 0.2463, 1.4933], [1.9167, 1.3053, 0.2547], [-3.0042, 1.0068, -1.1440]]}